(1)
This record from OMol25 describes a molecular structure, C16H19N5O2PdS. The level of theory is wB97M-V/def2-TZVPD.

The geometry in XYZ format:
```
44
Properties=species:S:1:pos:R:3:nbo_charge:R:1
Pd 0.265 0.203 0.558 0.96
C 0.795 4.254 -0.456 -0.68
C 0.090 2.999 -0.007 0.49
O 0.659 1.908 -0.365 -0.66
C -1.106 3.106 0.683 -0.49
C -1.881 2.037 1.196 0.31
C -3.136 2.353 1.958 -0.66
N -1.530 0.786 1.060 -0.35
N -2.302 -0.192 1.675 -0.39
C -1.660 -1.305 1.781 0.52
O -0.461 -1.519 1.285 -0.78
C -2.313 -2.442 2.481 -0.03
C -1.746 -3.711 2.434 -0.21
C -2.343 -4.773 3.098 -0.22
C -3.513 -4.574 3.815 -0.21
C -4.086 -3.310 3.861 -0.21
C -3.493 -2.250 3.198 -0.20
H 1.763 3.995 -0.877 0.23
H 0.935 4.931 0.387 0.22
H 0.206 4.777 -1.211 0.23
H -1.475 4.103 0.875 0.21
H -3.326 3.423 1.948 0.21
H -3.037 2.009 2.988 0.24
H -3.985 1.821 1.531 0.24
H -0.845 -3.867 1.857 0.21
H -1.895 -5.757 3.051 0.21
H -3.979 -5.402 4.333 0.21
H -4.999 -3.150 4.420 0.21
H -3.929 -1.261 3.226 0.23
C 6.072 1.439 -0.296 -0.59
C 5.651 1.157 1.146 -0.44
C 4.437 0.283 1.205 0.05
N 3.264 0.667 0.866 -0.23
N 2.323 -0.322 0.956 -0.41
C 2.804 -1.471 1.365 0.26
N 2.066 -2.582 1.519 -0.80
S 4.503 -1.395 1.684 0.34
H 6.927 2.115 -0.320 0.21
H 5.250 1.897 -0.844 0.22
H 6.351 0.518 -0.809 0.21
H 5.416 2.090 1.659 0.24
H 6.466 0.682 1.695 0.21
H 1.050 -2.453 1.526 0.45
H 2.466 -3.378 1.979 0.40
```

The HOMO-LUMO gap comes out at 7.60 eV. For the energy above the lowest of the compared OMol25 structures with the same formula, charge and spin, the calculation gives 10.1 kcal per mole. Its lowest unoccupied orbital energy is 0.342 eV. Its molecular weight is 451.8 g mol⁻¹.

(2)
This record from OMol25 describes a molecular structure, C16H20B3F24O8Sn2 in a non-equilibrium geometry. The level of theory is wB97M-V/def2-TZVPD.

The geometry in XYZ format:
```
73
Properties=species:S:1:pos:R:3:mulliken_charge:R:1
Sn 4.331 -2.306 4.040 1.85
Sn -3.742 -3.621 6.740 1.81
B 0.357 -6.701 3.660 0.61
F 0.421 -6.109 4.885 -0.36
F 1.314 -6.236 2.851 -0.36
F 0.507 -8.055 3.919 -0.33
F -0.923 -6.430 3.169 -0.38
B -1.097 -0.843 2.485 0.63
F -0.714 -0.927 3.783 -0.42
F -0.144 -1.487 1.712 -0.42
F -2.330 -1.450 2.248 -0.42
F -1.148 0.436 2.120 -0.34
B 3.118 -2.623 9.589 0.56
F 3.900 -1.604 9.254 -0.32
F 3.232 -2.876 10.963 -0.36
F 1.836 -2.349 9.202 -0.39
F 3.624 -3.722 8.927 -0.35
C 0.801 6.926 2.372 -1.13
C 1.286 5.743 3.314 -0.23
O 2.186 6.320 4.269 -0.24
C 3.096 5.424 4.875 0.42
O 3.188 4.251 4.576 -0.54
C 4.063 6.079 5.912 0.85
F 3.986 5.377 7.001 -0.23
F 5.277 6.131 5.496 -0.25
F 3.827 7.356 6.186 -0.24
H 0.117 6.548 1.612 0.37
H 1.696 7.334 1.903 0.32
H 0.390 7.749 2.957 0.31
H 1.699 4.905 2.752 0.35
H 0.375 5.443 3.833 0.24
C 4.031 1.720 -3.557 -1.11
C 3.566 2.517 -2.274 -0.17
O 4.635 3.325 -1.697 -0.29
C 5.734 2.708 -1.010 0.39
O 5.641 1.631 -0.486 -0.52
C 6.986 3.598 -0.765 0.80
F 7.304 3.812 0.532 -0.23
F 7.972 2.985 -1.419 -0.22
F 6.771 4.856 -1.252 -0.23
H 3.235 1.731 -4.301 0.36
H 4.148 0.662 -3.321 0.31
H 4.899 2.047 -4.129 0.34
H 2.996 1.979 -1.518 0.33
H 2.861 3.251 -2.665 0.25
C -3.023 -8.203 -2.534 -1.08
C -3.542 -6.671 -2.488 -0.24
O -4.048 -6.312 -3.733 -0.26
C -5.266 -6.655 -4.131 0.40
O -6.001 -7.463 -3.600 -0.51
C -5.584 -6.133 -5.539 0.82
F -6.508 -5.165 -5.492 -0.24
F -4.502 -5.549 -6.107 -0.25
F -5.934 -7.146 -6.382 -0.24
H -3.809 -8.957 -2.584 0.31
H -2.469 -8.479 -1.637 0.37
H -2.348 -8.274 -3.387 0.31
H -2.659 -6.058 -2.307 0.29
H -4.211 -6.512 -1.643 0.31
C -3.839 0.249 -3.876 -1.28
C -3.996 1.737 -3.610 -0.13
O -4.164 2.255 -4.862 -0.20
C -3.606 3.459 -5.167 0.36
O -2.680 4.079 -4.689 -0.52
C -4.298 4.071 -6.452 0.87
F -3.450 4.371 -7.402 -0.26
F -5.097 3.221 -7.029 -0.23
F -4.868 5.244 -6.109 -0.25
H -2.994 -0.038 -4.503 0.34
H -4.620 -0.201 -4.490 0.32
H -3.754 -0.338 -2.961 0.40
H -3.146 2.081 -3.021 0.32
H -4.892 1.886 -3.008 0.26
```

The HOMO-LUMO gap comes out at 1.68 eV. The total charge is +1. For the energy above the lowest of the compared OMol25 structures with the same formula, charge and spin, the calculation gives 443.1 kcal per mole. Its lowest unoccupied orbital energy is -10.616 eV. Its molecular weight is 1066.1 g mol⁻¹.

(3)
This record from OMol25 describes a molecular structure, C16H20BN9O2Os. The level of theory is wB97M-V/def2-TZVPD.

The geometry in XYZ format:
```
49
Properties=species:S:1:pos:R:3:lowdin_spin:R:1
Os -0.121 -2.177 0.347 2.28
C -1.475 -3.386 -2.465 0.02
C -1.312 -1.910 -2.380 0.04
C -1.526 -0.935 -3.332 0.01
C -1.194 0.265 -2.727 0.06
N -0.817 0.054 -1.460 0.00
N -0.870 -1.298 -1.243 0.07
B -0.185 0.899 -0.313 0.01
N 1.281 0.475 -0.169 0.01
C 2.455 1.105 -0.361 0.03
C 3.488 0.215 -0.162 0.01
C 2.884 -0.996 0.147 0.03
C 3.509 -2.316 0.458 0.00
N 1.546 -0.838 0.133 0.15
N -0.966 0.531 0.983 0.00
C -1.625 1.228 1.910 0.07
C -2.051 0.374 2.924 0.02
C -1.611 -0.883 2.573 0.04
C -1.743 -2.199 3.255 0.02
N -0.948 -0.768 1.381 0.06
N -0.340 2.444 -0.514 0.20
C -1.235 3.223 -1.323 0.13
C -1.011 4.524 -1.060 0.01
C 0.003 4.542 -0.075 0.24
C 0.654 5.650 0.605 0.07
N 0.368 3.207 0.239 0.27
H -1.942 -3.656 -3.409 0.00
H -0.506 -3.891 -2.431 0.00
H -2.114 -3.764 -1.664 0.01
H -1.875 -1.076 -4.342 0.00
H -1.174 1.246 -3.172 0.00
H 2.501 2.147 -0.626 0.00
H 4.544 0.414 -0.233 0.00
H 4.591 -2.247 0.382 0.00
H 3.274 -2.634 1.476 0.00
H 3.183 -3.082 -0.248 0.00
H -1.757 2.295 1.824 0.00
H -2.609 0.644 3.805 0.00
H -2.392 -2.109 4.123 0.00
H -2.191 -2.948 2.596 0.01
H -0.774 -2.555 3.613 0.00
H -1.963 2.762 -1.969 0.00
H -1.503 5.380 -1.493 0.00
H 0.342 6.617 0.224 0.00
H 0.439 5.588 1.682 0.03
H 1.744 5.541 0.544 0.02
O 1.288 -6.156 1.138 0.40
N 1.119 -5.340 0.349 0.42
O 0.618 -4.205 0.458 0.22
```

The HOMO-LUMO gap (alpha / beta) comes out at 7.51 / 6.01 eV. The total charge is +3. Its spin multiplicity is 6. Its lowest unoccupied orbital energy (alpha / beta) is -10.608 / -12.437 eV. Its molecular weight is 571.4 g mol⁻¹. The expectation value of S² is 8.7813.

> molecular weight of number 3 (C16H20BN9O2Os)?

571.4 g mol⁻¹